1.
# C12H26N2O3

C12H26N2O3 in the gas phase (the ωB97M-V functional and the def2-TZVPD basis, the Open Molecules 2025 dataset).

Cartesian coordinates (Å):
C 0.4394 1.0136 -3.7115
C -0.1360 0.4465 -2.4187
C -1.5363 0.9901 -2.1454
C -2.2206 0.3736 -0.9242
C -1.5051 0.6773 0.4078
C -2.5627 0.9117 1.4782
O -3.0280 0.0380 2.1893
N -2.9968 2.1855 1.5578
H -2.6734 2.9094 0.9351
N -4.0667 2.5621 2.3964
H -4.5974 1.7103 2.5858
H -3.6957 2.8824 3.2935
H -0.9163 1.5938 0.3010
C -0.5995 -0.4694 0.8604
C 0.3758 -0.0345 1.9567
C 1.2532 -1.2332 2.3826
O 1.9322 -1.8503 1.3196
C 3.0497 -1.1383 0.8301
C 3.7251 -1.9804 -0.2479
C 2.8385 -2.1324 -1.4774
H 2.6398 -1.1623 -1.9281
H 3.3195 -2.7661 -2.2184
H 1.8929 -2.5847 -1.1918
H 4.6692 -1.5053 -0.5206
H 3.9404 -2.9641 0.1705
H 3.7517 -0.9392 1.6551
H 2.7423 -0.1718 0.4051
H 0.6080 -2.0096 2.8058
H 1.9577 -0.8999 3.1590
O -0.2722 0.5167 3.0785
H -1.0113 -0.0601 3.3153
H 1.0194 0.7731 1.5861
H -0.0240 -0.8661 0.0265
H -1.2331 -1.2709 1.2501
H -3.2418 0.7619 -0.8800
H -2.2924 -0.7077 -1.0498
H -2.1625 0.7954 -3.0197
H -1.4810 2.0749 -2.0204
H -0.1790 -0.6423 -2.4914
H 0.5273 0.7041 -1.5915
H 1.4363 0.6186 -3.8933
H 0.5049 2.0984 -3.6582
H -0.1913 0.7514 -4.5581

Cartesian forces (eV/Å) of the 3 atoms listed first:
0.0227 -0.1328 0.2163
-0.1772 0.2535 -0.2218
0.0790 -0.3519 0.1499

The lowest unoccupied orbital energy comes out at 0.8 eV. The value obtained for the HOMO-LUMO gap is 0.3752 Eh. For the strongest force on any atom, the calculation gives 0.8 eV/Å. The structure (SMILES) is CCCC[C@H](C[C@@H](O)COCCC)C(=O)NN. As for the energy relative to the best compared isomer or geometry (same formula, charge and spin): 1.1 kcal per mole. For the molar mass, the calculation gives 246.35 g mol⁻¹.


2.
# C12H26N2O6Si

3 unconnected molecules or ions with the total composition C12H26N2O6Si (the ωB97M-V functional and the def2-TZVPD basis, the Open Molecules 2025 dataset).

Cartesian coordinates (Å):
C -0.2602 4.8024 0.5708
C -1.5098 4.0974 1.1074
C -2.0606 3.0579 0.0982
N -2.0826 1.6555 0.5260
Si -0.5394 0.8845 0.8550
C 0.0615 -0.2028 -0.5533
N 0.2873 0.6347 -1.7495
H -0.5145 5.2113 -0.4069
H 0.0254 5.6429 1.2001
H 0.5696 4.1139 0.4390
H -2.2629 4.8792 1.2178
H -1.3535 3.6680 2.0951
H -1.5240 3.1519 -0.8435
H -3.0918 3.3392 -0.1223
H -2.7722 1.5002 1.2476
H -0.7533 0.0013 2.0420
H 0.4443 1.9159 1.1667
H -0.6150 -1.0391 -0.7387
H 1.0037 -0.6591 -0.2381
H 1.2549 0.6359 -2.0346
H -0.3038 0.3545 -2.5191
C 3.1193 -2.6164 4.2142
C 3.4538 -1.1409 4.1195
C 2.5630 -0.2332 4.9418
O 2.5559 0.9749 4.1743
C 2.7886 0.6433 2.8818
O 2.6225 1.3670 1.9552
O 3.2214 -0.6388 2.7908
H 2.3672 -2.8840 3.4733
H 4.0002 -3.2273 4.0208
H 2.7496 -2.8726 5.2075
H 4.5058 -0.9689 4.3589
H 2.9518 -0.0425 5.9390
H 1.5391 -0.6085 5.0163
C -2.6933 -4.0984 -4.4838
C -1.6451 -3.1195 -3.9929
C -2.0984 -1.6759 -3.9440
O -0.8808 -0.9616 -4.1884
C -0.0629 -1.7705 -4.9105
O 0.9236 -1.4150 -5.4648
O -0.5368 -3.0402 -4.9087
H -2.6602 -4.1787 -5.5694
H -2.5155 -5.0932 -4.0775
H -3.6932 -3.7892 -4.1783
H -1.2508 -3.4322 -3.0232
H -2.5128 -1.3919 -2.9791
H -2.8147 -1.4316 -4.7322

Cartesian forces (eV/Å) of the 3 atoms listed first:
-0.3835 -0.0839 0.0178
0.0661 0.3785 -0.5571
-0.5591 0.0996 0.4022

The lowest unoccupied orbital energy comes out at 0.6 eV. The value obtained for the HOMO-LUMO gap is 0.3221 Eh. For the strongest force on any atom, the calculation gives 0.8 eV/Å. The structure (SMILES) is C[C@@H]1COC(=O)O1.C[C@@H]1COC(=O)O1.CCCN[SiH2]CN. For the molar mass, the calculation gives 322.43 g mol⁻¹.


3.
# C12H26NO4P

2 unconnected molecules or ions with the total composition C12H26NO4P (the ωB97M-V functional and the def2-TZVPD basis, the Open Molecules 2025 dataset).

Cartesian coordinates (Å):
O -3.0990 0.1800 1.3368
P -2.8381 -0.9893 0.4558
C -1.5193 -2.1184 1.1149
C -0.2950 -2.0968 0.1523
C 0.4625 -3.4182 -0.0598
O 0.9708 -3.5352 -1.3861
C -1.2043 -1.6883 2.5666
C -0.8037 -3.0489 3.1196
O -1.8938 -3.8806 2.6429
C -2.1142 -3.5084 1.3561
O -2.7029 -4.1922 0.5692
H -3.9436 -1.8169 0.1945
H -2.3665 -0.5821 -0.8049
H 0.4004 -1.3558 0.5685
H -0.5810 -1.7182 -0.8358
H 1.3064 -3.4810 0.6403
H -0.1920 -4.2814 0.0745
H 1.3638 -2.6883 -1.6392
H -2.1727 -1.4608 3.0263
H -0.5028 -0.8652 2.7032
H -0.6631 -3.1350 4.1964
H 0.1024 -3.4282 2.6300
C -0.1287 2.0015 -3.2005
C -0.1733 2.2764 -1.7055
N 0.8995 1.6242 -0.9723
C 0.6999 1.6383 0.4655
C 0.7076 2.9827 1.2009
C 2.2472 1.9160 -1.4337
C 2.6927 3.3835 -1.4610
H -0.1151 0.9282 -3.3973
H -1.0119 2.4265 -3.6784
H 0.7448 2.4482 -3.6762
H -1.1151 1.8904 -1.3041
H -0.2000 3.3655 -1.5455
H 1.4551 0.9853 0.9165
H -0.2656 1.1580 0.6539
H 1.7134 3.3893 1.3025
H 0.3059 2.8496 2.2068
H 0.0860 3.7236 0.6979
H 2.3539 1.5068 -2.4410
H 2.9377 1.3383 -0.8134
H 1.9275 4.0311 -1.8912
H 3.5882 3.4841 -2.0768
H 2.9361 3.7617 -0.4693

Cartesian forces (eV/Å) of the 3 atoms listed first:
-0.0508 -0.3228 -0.1001
0.0853 0.7253 0.4447
-0.0924 0.5007 -0.1578

The lowest unoccupied orbital energy comes out at 0.5 eV. The value obtained for the HOMO-LUMO gap is 0.3292 Eh. For the strongest force on any atom, the calculation gives 0.9 eV/Å. The structure (SMILES) is O=[PH2][C@@]1(CCO)CCOC1=O.CCN(CC)CC. As for the energy relative to the best compared isomer or geometry (same formula, charge and spin): 0.0 kcal per mole. For the molar mass, the calculation gives 279.32 g mol⁻¹.


4.
# C12H26NO5P2PbS

A molecular structure, C12H26NO5P2PbS at a distorted geometry (the ωB97M-V functional and the def2-TZVPD basis, the Open Molecules 2025 dataset).

Cartesian coordinates (Å):
Pb 0.0185 0.5236 0.9911
P 2.5372 -0.6692 0.1798
C 2.3572 -0.8286 -1.5694
C 1.1222 -1.1326 -2.1907
N -0.0467 -0.5920 -1.6630
C -1.2117 -1.1756 -1.9870
C -1.3173 -2.2046 -2.9236
C -0.1887 -2.5822 -3.6452
C 1.0211 -1.9978 -3.3246
C -2.4879 -0.7781 -1.2755
P -2.4134 0.8675 -0.4816
H 1.9428 -2.2427 -3.8528
H -2.2964 -2.6409 -3.1031
H -0.2668 -3.3252 -4.4345
H -3.3169 -0.7557 -2.0003
H -2.7302 -1.5181 -0.4941
H 3.3748 3.4603 -3.9378
H 3.2746 -0.9762 -2.1555
H -1.0299 2.7140 -1.4860
O 3.6570 3.5428 -3.0203
H 4.1200 2.7043 -2.8403
H 0.2199 1.8993 -0.7480
O -0.0363 2.8018 -1.2322
H 0.5290 2.9354 -2.0143
C -2.7253 1.9249 -1.9424
H -3.7053 1.5937 -2.3159
H -2.8534 2.9897 -1.6917
H -2.0328 1.7754 -2.7825
C -3.9927 0.9480 0.4097
H -4.0064 1.8734 1.0021
H -4.8259 0.9617 -0.3094
H -4.0918 0.0905 1.0892
C 2.4746 -2.3725 0.8579
H 2.7723 -3.0786 0.0656
H 3.1589 -2.4561 1.7156
H 1.4468 -2.5976 1.1852
C 4.2864 -0.1886 0.4173
H 4.4793 -0.0497 1.4913
H 4.9705 -0.9529 0.0169
H 4.4574 0.7668 -0.0990
C -1.1923 -2.3073 3.8602
S -1.7092 -1.3953 2.4105
O -0.6771 -1.7212 1.3431
O -3.0537 -1.7711 2.0487
O -1.5137 0.0715 2.7326
H -1.9092 -2.0750 4.6580
H -0.1770 -2.0221 4.1549
H -1.2411 -3.3690 3.5909

Cartesian forces (eV/Å) of the 3 atoms listed first:
1.2680 -0.4742 0.0785
-0.2357 -0.6425 -0.4632
0.0386 0.5942 -0.4762

The lowest unoccupied orbital energy comes out at -4.0 eV. The value obtained for the HOMO-LUMO gap is 0.1827 Eh. For the strongest force on any atom, the calculation gives 2.0 eV/Å. As for the energy relative to the best compared isomer or geometry (same formula, charge and spin): 118.4 kcal per mole. For the molar mass, the calculation gives 565.56 g mol⁻¹. Its net charge is +1.